No. 1
Here is C3H6N2O in the gas phase from OMol25. Energies are from ωB97M-V/def2-TZVPD.

Summary:
**Lowest unoccupied orbital energy**: 0.1 eV
**SMILES**: C/N=C(\N)C=O
**ΔE to the lowest compared entry with this formula, charge and spin**: 183.8 kJ/mol
**Spin multiplicity**: 1
**HOMO level**: -9.95 eV

Bonds (Å) are listed after each position.
Element x y z (Å)
1 C 1.813 0.107 0.469  N2 1.474, H7 1.098, H8 1.094, H9 1.094
2 N 0.579 0.907 0.373  C1 1.474, C3 1.271
3 C -0.435 0.264 -0.042  N2 1.271, N4 1.419, C5 1.520
4 N -0.345 -1.115 -0.363  C3 1.419, H10 1.010, H11 1.011
5 C -1.809 0.885 -0.229  C3 1.520, O6 1.211, H12 1.105
6 O -2.717 0.202 -0.650  C5 1.211
7 H 1.705 -0.941 0.160  C1 1.098
8 H 2.567 0.579 -0.168  C1 1.094
9 H 2.147 0.123 1.510  C1 1.094
10 H -0.598 -1.288 -1.325  N4 1.010
11 H -0.924 -1.671 0.251  N4 1.011
12 H -1.982 1.949 0.015  C5 1.105

---

No. 2
Here is C3H6N2O in the gas phase from OMol25. Energies are from ωB97M-V/def2-TZVPD.

Summary:
**Lowest unoccupied orbital energy**: 0.9 eV
**SMILES**: [H]/N=C/NC(C)=O
**ΔE to the lowest compared entry with this formula, charge and spin**: 112.5 kJ/mol
**Spin multiplicity**: 1
**HOMO level**: -10.05 eV

Bonds (Å) are listed after each position.
Element x y z (Å)
1 H 2.064 -2.094 -0.265  N2 1.017
2 N 1.467 -1.545 0.348  H1 1.017, C3 1.269
3 C 1.448 -0.328 -0.008  N2 1.269, N4 1.405, H8 1.094
4 N 0.682 0.598 0.720  C3 1.405, C5 1.448, H9 1.018
5 C -0.411 1.109 -0.081  N4 1.448, C6 1.512, O7 1.201
6 C -1.595 0.171 -0.154  C5 1.512, H10 1.090, H11 1.098, H12 1.095
7 O -0.317 2.141 -0.689  C5 1.201
8 H 1.959 0.101 -0.876  C3 1.094
9 H 0.318 0.087 1.522  N4 1.018
10 H -2.376 0.593 -0.787  C6 1.090
11 H -1.251 -0.784 -0.573  C6 1.098
12 H -1.988 -0.050 0.843  C6 1.095